[1]
{
  "formula": "C24H16Cl2O5",
  "method": "ωB97M-V/def2-TZVPD",
  "elements": ["O", "C", "O", "C", "O", "C", "C", "C", "C", "Cl", "C", "Cl", "C", "C", "C", "C", "C", "C", "C", "C", "C", "C", "C", "C", "C", "C", "C", "C", "O", "C", "O", "H", "H", "H", "H", "H", "H", "H", "H", "H", "H", "H", "H", "H", "H", "H", "H"],
  "xyz": [[2.29, -1.37, 2.46], [2.02, -1.08, 1.34], [2.75, -1.38, 0.28], [2.05, -0.68, -0.78], [2.92, 0.31, -1.34], [1.69, -1.69, -1.98], [1.38, -1.27, -3.30], [0.82, -2.18, -4.31], [0.58, -3.56, -4.00], [-0.19, -4.78, -5.11], [0.90, -3.95, -2.79], [0.78, -5.59, -2.33], [1.37, -3.05, -1.73], [0.72, -0.16, -0.17], [-0.41, 0.62, -0.89], [-0.10, 2.15, -1.06], [0.88, 2.92, -0.34], [1.13, 4.31, -0.65], [0.39, 4.92, -1.60], [-0.55, 4.18, -2.40], [-0.77, 2.86, -2.14], [0.73, -0.38, 1.13], [-0.22, -0.35, 2.23], [0.00, 0.63, 3.20], [-0.93, 0.78, 4.25], [-2.03, -0.12, 4.29], [-2.21, -1.01, 3.40], [-1.33, -1.15, 2.37], [-3.44, -1.61, 3.36], [-3.96, -1.31, 4.70], [-3.13, -0.22, 5.22], [3.57, -0.20, -1.80], [1.60, -0.22, -3.46], [0.47, -1.87, -5.26], [1.52, -3.55, -0.83], [-0.56, 0.22, -1.95], [-1.41, 0.51, -0.38], [1.26, 2.60, 0.61], [1.85, 4.88, -0.14], [0.64, 5.89, -1.97], [-1.20, 4.65, -3.14], [-1.57, 2.41, -2.72], [0.84, 1.32, 3.02], [-0.77, 1.44, 5.13], [-1.39, -1.89, 1.63], [-3.99, -2.11, 5.44], [-5.00, -0.85, 4.52]],
  "mulliken_charge": [-0.608, 0.239, -0.470, 1.466, -0.580, 0.130, -0.343, -0.675, 0.069, -0.196, 0.268, -0.212, -0.950, -0.905, -0.924, 0.493, 0.186, -0.920, -0.443, -0.572, -0.530, 0.854, -0.169, -0.473, -1.103, 0.622, 0.810, -0.486, -0.477, -0.151, -0.498, 0.481, 0.509, 0.467, 0.584, 0.359, 0.513, 0.278, 0.464, 0.349, 0.339, 0.332, 0.419, 0.343, 0.644, 0.258, 0.208],
  "smiles": "O=C1O[C@@](O)(c2ccc(Cl)c(Cl)c2)C(Cc2ccccc2)=C1c1ccc2c(c1)OCO2",
  "multiplicity": 1,
  "lumo_energy_ev": 0.0,
  "homo_lumo_gap_ev": 8.767,
  "total_charge": 0
}

***

[2]
{
  "formula": "C24H16Cl3CuO4PS",
  "method": "ωB97M-V/def2-TZVPD",
  "elements": ["Cu", "Cl", "C", "C", "C", "Cl", "C", "O", "C", "Cl", "C", "H", "H", "O", "S", "O", "O", "C", "C", "C", "C", "C", "C", "P", "C", "C", "C", "C", "C", "C", "C", "C", "C", "C", "C", "C", "H", "H", "H", "H", "H", "H", "H", "H", "H", "H", "H", "H", "H", "H"],
  "xyz": [[0.38, 2.25, -1.02], [-1.70, 2.38, 5.85], [-0.92, 2.52, 4.30], [-1.68, 2.59, 3.15], [-1.04, 2.68, 1.93], [-1.99, 2.78, 0.48], [0.36, 2.69, 1.80], [0.97, 2.72, 0.65], [1.08, 2.65, 3.01], [2.81, 2.71, 2.93], [0.46, 2.56, 4.24], [-2.76, 2.58, 3.20], [1.06, 2.53, 5.14], [-1.01, 0.84, -3.55], [0.33, 1.32, -3.81], [0.70, 1.65, -5.15], [0.66, 2.46, -2.88], [1.38, -0.04, -3.30], [2.31, -0.53, -4.20], [3.06, -1.65, -3.88], [2.87, -2.30, -2.67], [1.94, -1.81, -1.76], [1.18, -0.68, -2.06], [0.00, 0.00, -0.85], [0.56, -0.50, 0.80], [1.91, -0.45, 1.16], [2.28, -0.68, 2.47], [1.32, -0.93, 3.45], [-0.02, -0.95, 3.10], [-0.40, -0.73, 1.78], [-1.59, -0.81, -1.10], [-2.73, -0.09, -1.45], [-3.94, -0.75, -1.61], [-4.01, -2.12, -1.44], [-2.88, -2.85, -1.10], [-1.67, -2.19, -0.93], [2.42, -0.02, -5.14], [3.79, -2.02, -4.59], [3.44, -3.18, -2.43], [1.80, -2.32, -0.82], [2.67, -0.22, 0.42], [3.33, -0.64, 2.75], [1.62, -1.09, 4.47], [-0.78, -1.12, 3.86], [-1.45, -0.74, 1.52], [-2.65, 0.97, -1.63], [-4.82, -0.19, -1.89], [-4.96, -2.63, -1.58], [-2.93, -3.92, -0.97], [-0.78, -2.76, -0.66]],
  "mulliken_charge": [-0.376, -0.240, 0.389, -0.800, 0.622, -0.179, 0.442, -0.926, 0.409, -0.176, -0.733, 0.447, 0.482, -0.529, 1.427, -0.748, -0.662, 0.216, -0.611, -0.599, -0.785, -0.441, 0.390, 1.358, 0.717, -0.345, -0.996, -0.386, -0.784, -0.733, 0.427, 0.095, -0.928, -0.476, -0.725, -0.137, 0.574, 0.399, 0.418, 0.452, 0.460, 0.421, 0.438, 0.467, 0.382, 0.360, 0.414, 0.396, 0.421, 0.295],
  "e_above_lowest_ev": 0.0000,
  "multiplicity": 2,
  "lumo_energy_ev": [0.0, -2.1],
  "homo_lumo_gap_ev": [8.369, 6.349],
  "total_charge": 0,
  "s2": 0.7569
}

***

[3]
{
  "formula": "C24H16ClEuIN4O4",
  "method": "ωB97M-V/def2-TZVPD",
  "elements": ["Eu", "I", "C", "C", "C", "C", "C", "C", "C", "C", "C", "C", "H", "H", "H", "H", "H", "H", "O", "C", "O", "C", "C", "Cl", "N", "N", "C", "C", "O", "O", "C", "C", "C", "C", "C", "C", "H", "H", "H", "H", "H", "H", "N", "C", "C", "C", "N", "H", "H", "H", "H"],
  "xyz": [[-0.32, 0.58, 0.25], [-1.73, 3.42, 0.31], [-1.32, 3.48, 2.34], [-1.13, 4.72, 2.89], [-1.03, 4.87, 4.28], [-1.17, 3.78, 5.08], [-1.36, 2.49, 4.53], [-1.55, 1.38, 5.39], [-1.75, 0.14, 4.86], [-1.70, -0.04, 3.45], [-1.49, 0.98, 2.54], [-1.38, 2.29, 3.13], [-1.09, 5.60, 2.26], [-0.87, 5.85, 4.71], [-1.13, 3.88, 6.16], [-1.55, 1.54, 6.46], [-1.92, -0.70, 5.51], [-1.83, -1.07, 3.10], [3.16, 3.86, -3.20], [2.87, 2.82, -3.95], [3.13, 2.75, -5.12], [2.24, 1.63, -3.29], [1.96, 0.45, -3.96], [2.31, -0.08, -5.54], [1.34, -0.40, -3.11], [1.21, 0.17, -1.90], [1.73, 1.39, -1.98], [1.89, 2.20, -0.69], [2.23, 3.37, -0.82], [1.70, 1.57, 0.37], [0.96, -1.76, -3.27], [1.49, -2.71, -2.40], [1.10, -4.03, -2.55], [0.20, -4.39, -3.54], [-0.32, -3.43, -4.40], [0.05, -2.10, -4.26], [2.88, 3.74, -2.26], [2.20, -2.39, -1.64], [1.51, -4.77, -1.88], [-0.09, -5.42, -3.65], [-1.02, -3.71, -5.17], [-0.35, -1.34, -4.91], [-0.44, -2.86, 1.49], [-0.99, -4.08, 1.37], [-1.65, -4.11, 0.16], [-1.44, -2.84, -0.39], [-0.71, -2.08, 0.42], [0.05, -2.46, 2.27], [-0.88, -4.80, 2.15], [-2.19, -4.94, -0.25], [-1.77, -2.45, -1.34]],
  "mulliken_charge": [1.122, 0.083, -0.196, -0.716, -0.613, -0.815, 0.915, -0.754, -0.865, -0.429, -1.102, 1.593, 0.361, 0.393, 0.348, 0.340, 0.396, 0.557, -0.546, 0.398, -0.584, 0.006, 0.167, -0.124, 0.668, -0.868, 0.545, 0.686, -0.787, -0.704, 0.075, -0.178, -0.655, -0.552, -0.715, -0.190, 0.492, 0.453, 0.434, 0.441, 0.396, 0.489, -0.059, -0.261, -0.774, -0.422, -0.036, 0.197, 0.490, 0.401, 0.495],
  "e_above_lowest_ev": 0.0000,
  "multiplicity": 8,
  "lumo_energy_ev": [-0.2, -0.2],
  "homo_lumo_gap_ev": [7.122, 7.425],
  "total_charge": 0,
  "s2": 15.7601
}

***

[4]
{
  "formula": "C24H16F13NO3OsSSe",
  "method": "ωB97M-V/def2-TZVPD",
  "elements": ["Os", "N", "C", "O", "C", "C", "H", "H", "H", "H", "H", "H", "C", "C", "C", "C", "C", "C", "C", "S", "C", "O", "H", "H", "H", "H", "H", "H", "H", "H", "H", "H", "F", "C", "F", "F", "F", "C", "C", "F", "C", "F", "C", "O", "C", "F", "C", "F", "F", "C", "C", "F", "C", "F", "C", "Se", "C", "F", "C", "F"],
  "xyz": [[-0.89, -0.41, 1.01], [-0.30, 0.76, 4.84], [-0.81, 0.29, 3.74], [-0.05, -0.04, 2.75], [-2.27, 0.13, 3.48], [-2.37, 0.65, 2.03], [0.67, 1.03, 4.86], [-0.90, 1.07, 5.58], [-2.91, 0.65, 4.19], [-2.50, -0.94, 3.53], [-2.17, 1.73, 2.01], [-3.37, 0.49, 1.63], [1.85, -2.25, -6.76], [1.15, -1.64, -5.57], [1.79, -0.70, -4.77], [1.14, -0.10, -3.70], [-0.17, -0.48, -3.44], [-0.82, -1.44, -4.19], [-0.16, -2.01, -5.26], [-1.11, 0.29, -2.16], [-1.88, 1.61, -3.09], [-0.01, 1.15, -1.40], [2.78, -1.73, -6.98], [1.21, -2.20, -7.64], [2.08, -3.30, -6.58], [2.81, -0.42, -4.99], [1.64, 0.63, -3.08], [-1.83, -1.74, -3.95], [-0.66, -2.77, -5.86], [-1.11, 2.18, -3.61], [-2.41, 2.24, -2.37], [-2.58, 1.16, -3.79], [0.04, -1.38, -0.47], [-0.19, 1.25, 0.07], [1.05, 1.48, 0.48], [-0.90, 2.39, 0.19], [-2.15, -6.65, -0.35], [-2.22, -5.32, -0.24], [-2.78, -4.57, -1.26], [-3.24, -5.19, -2.35], [-2.86, -3.20, -1.17], [-3.38, -2.50, -2.19], [-2.38, -2.52, -0.05], [-2.43, -1.20, 0.06], [-1.84, -3.31, 0.95], [-1.37, -2.62, 2.03], [-1.73, -4.68, 0.89], [-1.19, -5.38, 1.88], [6.03, 4.68, 5.18], [4.80, 4.41, 4.74], [3.97, 3.57, 5.44], [4.40, 3.01, 6.58], [2.70, 3.31, 4.97], [1.94, 2.47, 5.71], [2.19, 3.85, 3.79], [0.44, 3.49, 3.17], [3.07, 4.69, 3.10], [2.70, 5.27, 1.95], [4.34, 4.97, 3.56], [5.15, 5.79, 2.86]],
  "mulliken_charge": [1.097, -0.078, 0.557, -0.481, -0.572, -1.188, 0.178, 0.205, 0.510, 0.242, 0.596, 0.353, -1.442, 0.962, -0.838, -0.362, 0.545, -0.636, -0.794, 0.799, -1.185, -0.291, 0.361, 0.362, 0.319, 0.335, 0.563, 0.417, 0.400, 0.395, 0.420, 0.425, -0.745, 0.519, -0.234, -0.205, -0.299, 0.743, 0.101, -0.302, -0.057, -0.408, 0.646, -0.975, 0.707, -0.261, -0.259, -0.288, -0.313, 0.626, -0.100, -0.316, 0.567, -0.354, -0.481, -0.405, 0.469, -0.316, 0.066, -0.303],
  "e_above_lowest_ev": 2.6022,
  "multiplicity": 1,
  "lumo_energy_ev": [-1.7, -1.9],
  "homo_lumo_gap_ev": [4.318, 4.154],
  "total_charge": 0
}

***

Number 1: maximum force 6.7 eV Å⁻¹, E -2220.6310 Eh. Number 2: maximum force 0.3 eV Å⁻¹, E -4985.7667 Eh. Number 3: maximum force 1.4 eV Å⁻¹, E -2912.4068 Eh. Number 4: maximum force 1.6 eV Å⁻¹, E -5392.9954 Eh.